Entry 1:
Density functional theory data (ωB97M-V with the def2-TZVPD basis set) for a structure of composition C44H98CdN2O16Zn.

Structure (XYZ):
```
162
Properties=species:S:1:pos:R:3:forces:R:3:mulliken_charge:R:1
Cd 2.963 4.287 21.190 -0.789 0.537 -0.759 0.535
Zn -4.173 7.434 14.106 0.630 -0.191 0.436 0.941
O 1.579 14.820 18.232 0.453 -0.996 0.494 -0.532
O -8.269 1.949 15.442 -4.503 0.283 -0.966 -0.509
O -0.864 -0.737 18.173 -0.260 -0.383 0.522 -0.546
O 0.034 3.810 19.331 1.403 0.827 -0.177 -0.754
O 1.737 6.028 18.624 -0.796 -0.937 0.460 -0.738
O 4.297 2.122 19.082 0.294 1.203 0.003 -0.463
O -3.096 5.185 11.760 -1.087 -1.058 0.341 -0.435
O 4.728 6.047 13.057 0.969 -0.335 -0.198 -0.517
O -4.708 10.059 11.427 1.102 2.952 -4.307 -0.513
O 2.064 6.957 23.521 -1.173 4.458 2.910 -0.436
O -5.676 9.440 15.960 0.699 1.068 -0.610 -0.522
O -7.281 6.061 13.397 -1.505 0.747 -0.006 -0.415
O -5.305 0.650 21.813 -0.968 -0.689 -0.942 -0.540
O -7.717 7.748 18.989 -0.001 0.232 -1.033 -0.484
O -2.907 5.345 16.190 0.566 -0.072 0.671 -0.653
O -1.500 7.613 15.785 0.404 -0.452 0.501 -0.699
N 1.689 8.159 24.147 2.002 -3.614 -3.567 0.490
N -4.535 10.814 10.215 -1.585 -1.348 4.548 0.276
C -6.966 1.802 15.578 3.552 -0.932 1.774 0.024
C 4.049 8.868 24.836 0.910 -2.205 0.267 -1.828
C 4.330 7.310 13.536 -1.972 -0.319 -0.567 -0.270
C -3.174 11.392 9.959 0.540 0.379 0.927 1.655
C 0.274 12.700 18.477 -0.623 -0.319 0.146 -0.939
C -2.811 3.766 11.527 1.265 2.002 0.427 -0.248
C -2.132 10.278 9.930 -0.296 -0.028 1.132 -1.804
C 2.719 9.242 24.202 0.133 2.747 0.326 1.246
C -0.220 -2.099 16.359 0.217 0.234 -0.859 -1.039
C -7.020 10.795 9.709 0.133 -0.943 0.876 -1.663
C -6.117 12.755 10.957 1.306 -0.402 0.380 -1.515
C 0.581 5.901 18.098 4.145 -3.385 3.545 0.447
C -9.434 5.989 12.216 -0.572 -0.378 -0.726 -0.931
C -4.234 12.998 8.293 -0.080 1.002 0.125 -0.676
C 2.834 7.444 13.094 0.178 0.579 0.541 -0.991
C -1.839 5.426 16.835 -1.275 -0.343 -1.025 0.371
C -8.706 6.485 13.424 1.318 -0.003 0.312 -0.255
C -0.121 9.596 25.076 0.273 1.348 0.060 -1.412
C 0.240 8.451 24.087 -1.012 1.296 1.214 1.921
C 0.187 6.848 17.297 -2.793 4.003 -3.937 -0.824
C -0.540 7.273 24.605 -0.032 -1.132 0.472 -1.789
C -0.241 4.597 18.369 3.676 -0.099 4.234 0.408
C 3.921 -0.147 18.954 -1.290 -1.263 -1.161 -0.990
C -1.516 3.777 10.734 0.453 -2.482 -0.171 -1.072
C -0.282 8.861 22.742 -0.056 -0.159 -1.814 -2.063
C -6.733 11.600 16.618 1.104 -0.390 -0.682 -1.091
C -7.301 6.506 19.494 0.948 -0.189 2.272 -0.306
C -2.786 12.426 11.086 0.020 0.415 -0.133 -1.644
C -0.710 -0.726 16.758 -0.767 1.035 0.576 -0.073
C -6.427 6.757 20.809 -1.376 -1.466 -1.370 -0.904
C -5.767 11.649 9.920 0.461 0.388 -2.679 1.485
C -3.114 12.096 8.621 0.025 -0.352 -0.961 -1.229
C 2.145 10.399 25.175 2.622 -0.810 0.186 -1.157
C -4.229 1.358 22.361 -0.932 0.576 -0.398 -0.115
C 4.937 0.882 19.221 0.081 0.050 1.390 -0.273
C 1.297 13.678 19.079 -1.198 -0.429 -0.964 -0.146
C -4.087 0.999 23.777 0.806 -0.956 0.930 -0.936
C -1.017 6.782 16.579 -0.954 -0.744 -0.264 0.530
C -5.525 12.307 8.452 -1.642 0.050 1.848 -1.346
C -6.611 0.425 16.182 0.419 0.309 0.274 -1.144
C 3.125 9.842 22.778 -0.895 -1.894 0.166 -1.414
C -5.332 10.815 16.367 -2.648 -0.714 0.686 -0.191
C 0.783 10.860 25.045 -2.559 -0.914 0.318 -0.674
C -1.354 4.392 17.739 -4.843 1.586 -3.876 -0.584
H 0.018 6.879 25.454 -0.108 -0.313 0.019 0.487
H -0.729 6.472 23.890 0.335 0.079 -0.107 0.351
H -1.369 8.938 22.709 -0.102 0.028 0.668 0.449
H 0.784 7.719 17.071 0.351 -0.001 0.328 0.470
H 2.276 9.898 22.097 -0.206 0.876 0.313 0.279
H -7.495 10.553 10.660 -0.251 0.460 0.090 0.351
H -2.183 12.653 8.517 0.270 -0.387 0.152 0.441
H -4.978 1.152 24.385 0.119 0.571 -0.087 0.287
H -0.136 9.198 26.091 0.114 0.002 0.090 0.450
H -7.350 5.125 13.595 0.378 -0.218 0.026 0.223
H -0.106 8.092 21.990 0.504 0.002 -0.093 0.476
H 4.750 6.200 12.109 0.135 -0.593 -0.213 0.305
H -1.079 -2.724 16.114 0.070 -0.195 0.312 0.282
H -7.046 -0.373 15.580 0.258 -0.089 -0.378 0.369
H -7.704 11.303 9.029 -0.070 0.006 0.230 0.377
H -5.281 13.336 11.346 0.374 -0.195 -0.386 0.332
H -8.280 8.172 19.641 0.014 -0.071 0.069 0.285
H -3.564 3.157 11.026 -0.382 0.584 -0.425 0.230
H -9.326 6.583 11.309 0.567 0.122 0.100 0.236
H -6.471 12.246 11.854 -0.640 0.206 -0.130 0.393
H -1.168 10.695 9.638 -0.089 -0.068 -0.160 0.385
H -3.264 5.593 10.907 -0.032 0.031 -0.120 0.250
H 0.513 11.546 24.243 0.485 -0.382 -0.643 0.301
H -4.160 13.320 7.254 0.216 0.303 0.019 0.361
H 3.791 -0.252 17.877 0.156 -0.676 -0.171 0.303
H 4.181 2.222 18.134 -0.311 0.479 -0.095 0.274
H 2.146 13.000 19.171 0.740 1.076 0.130 0.241
H -1.749 12.762 11.062 0.430 -0.734 -0.412 0.449
H 3.682 9.066 22.254 0.519 -0.007 0.248 0.417
H -8.649 1.115 15.157 -0.277 0.024 -0.141 0.308
H 4.057 -1.093 19.478 0.308 -0.157 -0.411 0.358
H -0.606 0.072 18.621 0.018 0.268 -0.469 0.301
H -6.760 13.522 10.524 -0.552 -0.513 0.103 0.357
H 2.670 7.513 12.018 0.620 0.446 -0.255 0.366
H -1.117 9.981 24.858 -0.275 -0.659 -0.091 0.422
H 2.226 6.565 13.308 0.370 -0.113 0.741 0.299
H -4.236 13.877 8.937 0.050 0.271 -0.049 0.324
H 2.355 9.965 26.153 -0.801 -0.321 0.357 0.440
H 0.548 11.481 25.909 -0.110 -0.141 0.322 0.406
H -7.485 11.336 15.875 0.291 -0.553 -0.295 0.314
H -0.766 12.862 18.760 -0.122 0.662 -0.278 0.296
H -7.208 11.374 17.573 0.418 -0.017 0.183 0.332
H -5.450 7.127 20.501 -0.196 0.325 0.482 0.220
H 2.735 11.303 25.326 1.056 -0.152 -1.139 0.437
H -10.515 5.965 12.351 -0.075 -0.143 0.377 0.343
H -8.748 7.572 13.482 0.344 -0.045 0.089 0.239
H -6.719 5.914 18.787 0.116 0.654 -0.383 0.302
H -8.147 5.858 19.725 -0.284 0.087 0.207 0.263
H -6.397 1.916 14.655 0.114 0.101 -0.326 0.150
H -1.126 2.769 10.873 0.053 -0.576 -0.488 0.346
H -2.738 3.290 12.505 0.370 0.406 0.137 0.303
H -4.706 11.292 15.613 -0.275 -0.296 -0.133 0.275
H 4.089 8.365 25.803 -1.047 0.802 0.793 0.450
H 4.442 7.324 14.620 -0.111 -0.022 -0.081 0.285
H -6.693 12.680 16.474 0.542 0.112 0.428 0.354
H 4.529 8.004 24.375 0.031 0.296 -1.243 0.435
H 0.415 11.695 18.876 0.471 -0.113 0.068 0.262
H -3.255 13.400 10.951 -0.613 -0.217 -0.014 0.365
H -1.668 -0.503 16.289 -0.572 -0.510 0.063 0.136
H -1.709 3.868 9.665 0.081 0.312 -0.004 0.332
H -2.950 12.089 12.110 -0.311 -0.299 -0.200 0.281
H -4.575 2.390 22.309 0.637 0.289 -0.392 0.168
H -5.791 11.620 7.648 0.367 -0.368 0.149 0.411
H 0.893 15.488 18.306 -0.186 -0.220 0.211 0.290
H -3.313 1.155 21.807 0.100 0.437 -0.067 0.268
H -3.937 -0.080 23.815 0.369 -0.159 0.212 0.258
H -5.005 -0.194 21.466 0.032 -0.033 0.034 0.302
H -9.094 4.976 11.999 -0.161 -0.092 -0.113 0.268
H -5.530 0.316 16.272 0.065 -0.187 -0.388 0.272
H 2.928 0.200 19.241 0.145 0.280 0.491 0.299
H 0.355 12.601 17.394 0.060 0.228 0.024 0.311
H -0.221 0.197 16.448 1.254 -0.445 -0.039 0.329
H 0.383 -2.552 17.145 -0.106 0.086 -0.043 0.294
H 4.956 8.084 13.093 -0.045 0.291 0.128 0.230
H -6.264 13.107 8.400 -0.488 -0.193 -0.074 0.484
H -4.759 10.679 17.284 0.007 0.585 0.079 0.244
H 2.371 8.308 13.569 -0.164 0.049 -0.076 0.296
H -3.207 11.373 7.811 0.713 -0.571 0.067 0.357
H -6.320 9.102 16.586 -0.055 -0.050 0.229 0.226
H 0.368 -2.054 15.443 0.151 0.006 -0.033 0.312
H -2.420 9.434 9.303 0.010 0.161 -0.096 0.411
H -6.967 0.215 17.190 -0.367 0.592 0.104 0.315
H -6.341 5.803 21.329 0.475 -0.207 -0.136 0.278
H -3.184 1.502 24.125 -0.155 -0.022 0.686 0.310
H 3.737 10.738 22.889 -0.377 -0.019 -0.011 0.353
H 4.778 9.678 24.858 -0.367 0.143 -0.175 0.381
H 5.191 0.726 20.270 0.488 0.643 0.109 0.260
H 0.077 9.822 22.374 0.263 -0.055 0.094 0.396
H -0.612 4.312 11.025 -0.787 0.922 0.424 0.300
H 5.843 0.875 18.615 0.043 -0.428 -0.024 0.224
H -2.044 3.666 18.142 -0.088 -0.256 -0.470 0.424
H 0.917 13.991 20.051 0.404 0.090 0.169 0.220
H -7.022 7.331 21.520 0.363 0.683 -0.204 0.356
H -9.133 6.081 14.342 -0.149 0.032 0.009 0.294
H -1.511 7.577 24.995 0.017 0.254 -0.161 0.397
H -2.044 9.942 10.963 0.198 -0.400 -0.084 0.435
H -6.832 9.787 9.341 0.469 0.188 -0.527 0.422
H -6.702 2.614 16.256 0.765 -0.052 0.034 0.216
```
Forces are in eV/Å.

As for the LUMO energy: -3.4 eV. The spin multiplicity is 1. The energy relative to the best compared isomer or geometry (same formula, charge and spin) comes out at 1340.7 kJ/mol.



Entry 2:
Density functional theory data (ωB97M-V with the def2-TZVPD basis set) for the ion C10H23N2O with charge -1.

Structure (XYZ):
```
36
Properties=species:S:1:pos:R:3:forces:R:3:mulliken_charge:R:1
O 0.027 -1.948 5.491 0.131 0.072 0.020 -0.338
N -0.843 3.315 -4.824 -0.112 -0.177 0.133 -0.849
N -1.500 2.751 -5.998 0.029 0.068 -0.032 -0.602
C -0.322 -2.257 4.150 -0.116 -0.005 0.094 -0.555
C -0.059 -1.502 1.768 0.013 -0.082 -0.065 -0.551
C 0.875 -0.891 0.725 0.065 -0.045 0.024 -0.682
C -0.984 -2.166 6.448 -0.057 -0.100 -0.057 -0.663
C 0.220 0.964 -2.673 -0.158 -0.042 -0.056 -0.788
C 0.490 -1.416 3.188 0.062 -0.091 0.002 -0.472
C 0.190 -0.532 -0.590 -0.048 -0.076 -0.090 -0.665
C 0.664 2.353 -3.142 -0.061 0.132 -0.023 -0.669
C 0.409 2.648 -4.635 -0.092 -0.034 -0.025 -0.304
C 0.973 0.465 -1.439 0.110 -0.062 0.015 -0.697
H -0.246 -2.554 1.520 -0.050 0.036 -0.042 0.287
H 0.344 0.253 -3.496 0.011 -0.029 0.066 0.380
H -0.853 0.978 -2.450 0.015 0.058 -0.086 0.271
H 0.480 -0.380 3.535 0.000 0.008 -0.022 0.281
H -2.473 2.587 -5.746 0.051 0.011 0.009 0.197
H 1.912 -0.007 -1.755 0.044 0.115 0.056 0.234
H -1.414 -1.213 6.777 0.002 -0.035 -0.034 0.233
H -1.791 -2.789 6.048 0.029 0.000 0.039 0.321
H 1.342 0.007 1.145 -0.082 0.028 -0.006 0.394
H 1.722 2.503 -2.875 0.005 -0.081 -0.082 0.331
H -1.029 -0.997 1.721 0.019 -0.013 0.053 0.349
H 0.416 1.695 -5.197 0.141 0.011 0.010 0.429
H -1.551 3.466 -6.727 -0.003 0.012 -0.010 0.162
H 0.075 3.108 -2.606 0.183 0.018 0.089 0.254
H -0.559 -2.676 7.315 0.012 0.047 -0.033 0.236
H 1.314 3.216 -4.995 -0.020 0.001 -0.062 0.173
H 1.533 -1.747 3.202 -0.014 0.025 0.044 0.244
H 0.022 -1.442 -1.178 -0.091 0.018 0.042 0.202
H 1.693 -1.595 0.533 0.055 0.101 0.029 0.306
H 1.260 1.319 -0.813 -0.095 -0.004 0.009 0.427
H -0.804 -0.119 -0.382 0.066 0.048 0.019 0.437
H -1.393 -2.070 3.990 0.038 0.040 0.000 0.442
H -0.141 -3.326 3.965 -0.080 0.028 -0.028 0.247
```
Forces are in eV/Å.

As for the LUMO energy: 2.5 eV. Its structure (SMILES) is COCCCCCCCCC[N-]N. The spin multiplicity is 1. The charge is -1.



Entry 3:
Density functional theory data (ωB97M-V with the def2-TZVPD basis set) for the molecule C3H3Br.

Structure (XYZ):
```
7
Properties=species:S:1:pos:R:3:forces:R:3:mulliken_charge:R:1
Br 4.424 -0.011 -1.613 0.683 0.265 -0.190 -0.026
C 0.398 -0.161 -0.125 -1.674 1.022 1.076 -0.995
C 1.633 0.062 -0.691 7.624 2.002 -2.827 0.627
C 2.807 0.440 -0.985 -5.220 -2.234 1.046 -0.470
H -0.420 -0.451 -0.752 -0.295 -0.252 -0.472 0.295
H 0.546 -0.804 0.695 -0.272 -1.194 1.044 0.279
H 0.200 0.803 0.320 -0.847 0.391 0.322 0.289
```
Forces are in eV/Å.

As for the LUMO energy: 0.7 eV. Its structure (SMILES) is CC#CBr. The spin multiplicity is 1. The energy relative to the best compared isomer or geometry (same formula, charge and spin) comes out at 72.5 kJ/mol.



Entry 4:
Density functional theory data (ωB97M-V with the def2-TZVPD basis set) for the molecule C6H15N.

Structure (XYZ):
```
22
Properties=species:S:1:pos:R:3:forces:R:3:mulliken_charge:R:1
N -0.141 2.056 -1.284 0.264 -1.693 1.002 -0.585
C 0.565 1.698 1.175 -1.785 0.997 -0.048 -1.299
C -0.151 -0.217 -0.376 0.133 0.987 0.888 0.551
C -1.639 -0.239 -0.069 -2.176 -0.693 -0.932 -1.574
C 0.490 1.186 -0.248 0.300 -0.043 -1.249 -0.079
C 0.649 -2.575 -0.313 1.118 0.212 1.807 -1.243
C 0.637 -1.247 0.498 -0.362 0.039 -1.824 -0.685
H -2.300 -0.146 -0.960 0.750 0.659 -0.067 0.426
H 0.642 2.793 1.138 0.621 -0.241 0.232 0.407
H 1.523 1.111 -0.609 0.055 -0.349 0.154 0.353
H 1.324 1.217 1.763 0.518 0.015 0.180 0.347
H -2.103 0.459 0.632 0.620 -0.031 0.352 0.280
H -2.026 -1.245 0.159 0.636 0.020 0.716 0.373
H 0.223 -1.395 1.494 -0.332 0.123 -0.053 0.313
H -0.395 1.558 1.700 0.191 -0.199 -0.121 0.211
H -1.137 1.908 -1.195 -0.118 1.063 -0.212 0.223
H -0.119 -0.380 -1.459 0.589 -0.684 0.255 0.255
H 1.487 -3.176 0.058 -0.169 -0.179 -0.148 0.363
H 0.851 -2.351 -1.346 -0.240 -0.166 -0.449 0.379
H 1.641 -0.844 0.659 0.103 -0.313 -0.213 0.455
H 0.231 2.987 -1.288 -0.560 0.375 0.158 0.239
H -0.252 -3.156 -0.128 -0.157 0.101 -0.428 0.288
```
Forces are in eV/Å.

As for the LUMO energy: 1.1 eV. Its structure (SMILES) is CC[C@@H](C)[C@H](C)N. The spin multiplicity is 1. The energy relative to the best compared isomer or geometry (same formula, charge and spin) comes out at 88.9 kJ/mol.



The highest occupied orbital energy results, record by record, are as follows: -0.2214, -0.0371, -0.3347, -0.3335 Eh.
The HOMO-LUMO gap results, record by record, are as follows: 2.57, 3.47, 9.77, 10.18 eV.